one | {
  "formula": "H10O4S",
  "method": "the ωB97M-V functional and the def2-TZVPD basis",
  "lumo_energy_ev": 0.3,
  "smiles": "O.O.O.O.S",
  "spin_multiplicity": 1,
  "charge": 0,
  "species": ["S", "H", "H", "H", "H", "O", "H", "H", "O", "H", "H", "O", "H", "H", "O"],
  "positions_angstrom": [[-1.7728, 1.6480, -0.5571], [-1.6771, 2.1293, 0.6998], [-1.8817, 0.4245, -0.0065], [-0.0549, 0.7969, 3.1420], [0.3606, 0.5618, 1.6892], [0.0773, 1.2705, 2.3144], [1.9234, 0.1492, -1.0566], [2.8021, -0.5093, -2.3653], [2.4562, -0.5271, -1.4826], [0.2300, -2.4204, -1.3780], [0.5306, -3.4235, -0.3110], [-0.1524, -2.7928, -0.5714], [0.0781, -1.4439, 0.4934], [1.6287, -0.9599, 0.3758], [0.7333, -0.7181, 0.6396]]
}

=====

two | {
  "formula": "H10O4S",
  "method": "the ωB97M-V functional and the def2-TZVPD basis",
  "lumo_energy_ev": -6.2,
  "spin_multiplicity": 1,
  "charge": 0,
  "species": ["S", "H", "H", "H", "H", "O", "H", "H", "O", "H", "H", "O", "H", "H", "O"],
  "positions_angstrom": [[0.1725, -1.7336, -0.9272], [-0.0391, -1.4831, 2.1848], [0.0784, -1.9411, -2.2190], [-1.6581, -0.4317, -0.6167], [-2.0172, 0.7206, 0.2988], [-2.3652, 0.2277, -0.4847], [0.2723, -2.2072, 2.3346], [-1.7286, 2.1967, 2.1794], [-1.4288, 1.5048, 1.6491], [3.2996, -0.5441, 0.1765], [1.8968, -0.3649, -0.4412], [2.6829, 0.1334, -0.1981], [-0.1658, 1.5986, 0.7747], [0.6747, 2.2983, -0.2769], [0.6896, 1.6211, 0.3387]]
}

=====

Q: Which of them is the most stable? A: one.

=====

one | {
  "formula": "H10O4S",
  "method": "the ωB97M-V functional and the def2-TZVPD basis",
  "lumo_energy_ev": -6.2,
  "spin_multiplicity": 1,
  "charge": 0,
  "species": ["S", "H", "H", "H", "H", "O", "H", "H", "O", "H", "H", "O", "H", "H", "O"],
  "positions_angstrom": [[1.8306, -0.5975, -1.0227], [0.1965, 2.1688, -1.0163], [2.1334, -1.8105, -1.5077], [0.4236, -1.8306, -0.2928], [-1.0400, -1.7430, 0.0122], [-0.2464, -2.2551, 0.2746], [-0.2342, 1.5510, -1.1323], [-3.1541, -0.8189, -0.8831], [-2.4548, -0.9864, -0.2309], [2.4207, 1.0530, 0.2167], [3.4508, 1.6154, 1.3078], [2.6762, 1.7837, 0.7851], [-2.0883, 0.7921, 1.9483], [-2.1212, 0.1261, 0.4966], [-1.7929, 0.9520, 1.0446]]
}

=====

two | {
  "formula": "H10O4S",
  "method": "the ωB97M-V functional and the def2-TZVPD basis",
  "lumo_energy_ev": -3.3,
  "spin_multiplicity": 1,
  "charge": 0,
  "species": ["S", "H", "H", "H", "H", "O", "H", "H", "O", "H", "H", "O", "H", "H", "O"],
  "positions_angstrom": [[0.9117, 1.0498, 1.5805], [1.6422, -0.5675, -0.0159], [2.2263, 1.0552, 1.7444], [-2.8707, 1.4590, -0.0852], [-1.3365, 1.6131, 0.2024], [-1.9949, 1.1281, -0.3134], [0.4078, -1.3149, 1.2699], [-0.6767, -2.4992, 1.5453], [0.0327, -2.1793, 0.9856], [1.5127, 1.3151, -0.5245], [0.7850, 0.5025, -1.5734], [1.1424, 1.4003, -1.4444], [-1.1747, -0.4677, -1.2241], [-0.1238, -1.3959, -0.6479], [-0.4834, -1.0983, -1.4992]]
}

=====

Q: Which of them is the most stable? A: two.

=====

one | {
  "formula": "C5H7BrO",
  "method": "the ωB97M-V functional and the def2-TZVPD basis",
  "lumo_energy_ev": 0.6,
  "smiles": "C=C/C(Br)=C(/C)O",
  "spin_multiplicity": 1,
  "charge": 0,
  "species": ["C", "C", "C", "C", "C", "O", "Br", "H", "H", "H", "H", "H", "H", "H"],
  "positions_angstrom": [[0.1764, 1.0190, -0.1039], [-0.0645, -1.6022, -0.1102], [-0.6003, -2.7945, 0.1324], [-0.5676, -0.0423, -0.2126], [-0.3141, 2.4500, 0.0532], [1.5485, 0.9431, -0.1723], [-2.4683, 0.0962, 0.0932], [0.9503, -1.4599, -0.0499], [1.8971, 0.0848, -0.6866], [-1.6355, -2.9722, 0.1243], [0.0164, -3.6785, 0.2230], [-0.4803, 2.9079, -0.8931], [0.3442, 2.9969, 0.6115], [-1.2813, 2.3528, 0.5810]]
}

=====

two | {
  "formula": "C5H7BrO",
  "method": "the ωB97M-V functional and the def2-TZVPD basis",
  "lumo_energy_ev": [0.0, 0.0],
  "spin_multiplicity": 1,
  "charge": 0,
  "species": ["C", "C", "C", "C", "C", "O", "Br", "H", "H", "H", "H", "H", "H", "H"],
  "positions_angstrom": [[0.1271, -2.2458, 0.1960], [0.9471, 2.3605, 0.0231], [-0.6070, -1.2931, -0.2783], [0.9061, 1.0370, 0.0013], [-1.1780, -0.1790, 0.3556], [-2.0414, 0.6765, -0.1489], [2.4035, -0.1803, 0.0652], [0.7126, -2.9711, -0.3462], [0.3468, -2.3770, 1.2720], [1.8923, 2.9332, -0.2888], [0.2355, 3.0784, 0.3317], [-0.6286, -1.4049, -1.3905], [-1.0297, -0.1021, 1.4138], [-2.0865, 0.6676, -1.2061]]
}

=====

Q: Which of them is the most stable? A: one.

=====

one | {
  "formula": "C5H7BrO",
  "method": "the ωB97M-V functional and the def2-TZVPD basis",
  "lumo_energy_ev": 0.4,
  "spin_multiplicity": 1,
  "charge": 0,
  "species": ["C", "C", "C", "C", "C", "O", "Br", "H", "H", "H", "H", "H", "H", "H"],
  "positions_angstrom": [[-0.5152, 0.6456, -0.3097], [-0.4956, -0.6342, -0.0039], [0.7859, 1.3813, -0.0724], [1.6546, 0.3722, 0.6536], [-1.6174, -1.4830, -0.3663], [0.5785, -1.1880, 0.4466], [3.4136, 0.0210, 0.0236], [-1.4190, 1.2737, -0.4551], [1.2068, 1.7412, -0.9835], [0.5076, 2.3329, 0.4919], [1.6961, 0.4796, 1.7744], [-2.2853, -0.9339, -1.0683], [-2.3050, -1.5191, 0.3656], [-1.2056, -2.4893, -0.4966]]
}

=====

two | {
  "formula": "C5H7BrO",
  "method": "the ωB97M-V functional and the def2-TZVPD basis",
  "lumo_energy_ev": [0.6, 0.3],
  "spin_multiplicity": 1,
  "charge": 0,
  "species": ["C", "C", "C", "C", "C", "O", "Br", "H", "H", "H", "H", "H", "H", "H"],
  "positions_angstrom": [[1.2367, 0.1678, -0.8813], [0.7197, -1.1491, -0.4481], [-1.2976, 0.4671, -0.2412], [0.2056, 0.5548, 1.3727], [0.0926, 0.0902, 0.0471], [-2.3680, -0.3875, -0.0395], [0.6102, 2.3797, 1.7500], [2.0826, 0.5074, -0.4764], [1.2924, 0.4857, -1.9400], [0.1638, -1.6502, -1.1759], [1.4267, -1.6753, 0.2714], [-1.7060, 1.3925, -0.1615], [-0.4667, 0.1329, 2.1270], [-1.9923, -1.3160, -0.2043]]
}

=====

Q: Which of them is the most stable? A: one.

=====

one | {
  "formula": "C3H4OS2",
  "method": "the ωB97M-V functional and the def2-TZVPD basis",
  "s2": 2.007,
  "lumo_energy_ev": [-1.0, -2.8],
  "spin_multiplicity": 3,
  "charge": 0,
  "species": ["C", "C", "C", "O", "S", "S", "H", "H", "H", "H"],
  "positions_angstrom": [[-1.1504, -1.0952, -1.8195], [-0.2922, 0.3438, 1.1610], [0.7718, 1.1460, 0.4832], [-1.0001, -0.4541, 0.6086], [0.4252, -1.7668, -1.9493], [-1.3977, -2.7575, -1.5929], [-0.4132, 0.5425, 2.2431], [1.3475, 0.5062, -0.1844], [1.4267, 1.6426, 1.1925], [0.2824, 1.8924, -0.1422]]
}

=====

two | {
  "formula": "C3H4OS2",
  "method": "the ωB97M-V functional and the def2-TZVPD basis",
  "s2": 2.013,
  "lumo_energy_ev": [0.7, -3.6],
  "spin_multiplicity": 3,
  "charge": 0,
  "species": ["C", "C", "C", "O", "S", "S", "H", "H", "H", "H"],
  "positions_angstrom": [[0.5015, 0.8709, 0.8379], [1.0144, 0.2273, -0.1476], [1.4259, -0.5018, -1.1256], [-3.0458, -0.2042, 1.5484], [-1.9299, -1.0436, -0.9768], [-2.1823, 0.1518, 0.4530], [0.4585, 1.9038, 0.8450], [2.4918, -0.6227, -1.2364], [0.9903, -1.1704, -1.9104], [0.2755, 0.3889, 1.7124]]
}

=====

Q: Which of them is the most stable? A: two.

=====

one | {
  "formula": "C4H14NO",
  "method": "the ωB97M-V functional and the def2-TZVPD basis",
  "s2": 0.750,
  "lumo_energy_ev": [0.9, 0.6],
  "spin_multiplicity": 2,
  "charge": 0,
  "species": ["C", "C", "C", "C", "N", "H", "H", "H", "H", "H", "H", "H", "H", "H", "H", "H", "H", "H", "H", "O"],
  "positions_angstrom": [[-1.0582, 0.0770, 1.0688], [-0.8718, -0.0914, -0.4145], [-0.1664, -1.4142, -0.7752], [-0.0616, -1.7203, -2.2627], [0.2462, 0.3977, 1.7739], [-1.4748, -0.7878, 1.6022], [-1.6521, 0.9484, 1.3580], [-0.3023, 0.7031, -0.8926], [-1.8714, -0.0999, -0.8940], [-0.4143, -2.3219, -0.2428], [0.8749, -1.1596, -0.4502], [-0.0770, -0.9237, -3.0302], [0.8691, -2.2425, -2.4472], [-0.8900, -2.3680, -2.5745], [1.1019, -0.0766, 1.4334], [0.6080, 1.3085, 1.4139], [0.0742, 0.2868, 2.7987], [1.4485, 3.2070, 1.6252], [1.9389, 3.4742, 0.1415], [1.6780, 2.8033, 0.7682]]
}

=====

two | {
  "formula": "C4H14NO",
  "method": "the ωB97M-V functional and the def2-TZVPD basis",
  "s2": 0.753,
  "lumo_energy_ev": [1.0, 0.0],
  "spin_multiplicity": 2,
  "charge": 0,
  "species": ["C", "C", "C", "C", "N", "H", "H", "H", "H", "H", "H", "H", "H", "H", "H", "H", "H", "H", "H", "O"],
  "positions_angstrom": [[2.0274, -0.3833, 1.0104], [1.9324, 0.1489, -0.4117], [0.7387, -0.3085, -1.2164], [-0.2899, 0.7074, -1.6110], [-2.9656, 0.9517, 1.3007], [1.7541, -1.4374, 1.0871], [1.4153, 0.1606, 1.7274], [3.0463, -0.3014, 1.3965], [2.8257, -0.1833, -0.9472], [1.0028, -1.0095, -2.0014], [-0.4455, -1.3359, 0.0850], [-0.3257, 1.5016, -0.8628], [-0.0586, 1.1399, -2.5819], [-1.2823, 0.2642, -1.6795], [-2.3700, 1.7642, 1.2907], [-2.5122, 0.0518, 1.3383], [-3.6035, 1.0545, 2.0782], [-1.5401, -2.4563, 0.0597], [2.0010, 1.2362, -0.4330], [-1.3503, -1.5654, 0.3709]]
}

=====

three | {
  "formula": "C4H14NO",
  "method": "the ωB97M-V functional and the def2-TZVPD basis",
  "s2": 0.750,
  "lumo_energy_ev": [0.6, 0.5],
  "spin_multiplicity": 2,
  "charge": 0,
  "species": ["C", "C", "N", "C", "C", "H", "H", "H", "H", "H", "H", "H", "H", "H", "H", "H", "H", "H", "H", "O"],
  "positions_angstrom": [[-1.3852, 0.5235, 1.4980], [-0.9984, -0.9358, 1.0634], [-0.0493, -0.7783, -0.0851], [1.3481, -0.2879, 0.4037], [2.1871, 0.1267, -0.7872], [-0.6577, 0.9650, 2.2508], [-2.3307, 0.6487, 2.0380], [-1.2673, 1.2055, 0.6737], [-0.6087, -1.5767, 1.8142], [-1.9475, -1.2993, 0.6426], [-0.3004, -0.1000, -0.8286], [-0.0506, -1.6212, -0.6481], [1.8628, -1.0239, 1.0360], [1.2579, 0.5862, 1.1900], [2.9483, 0.8371, -0.5133], [2.4762, -0.6553, -1.4642], [1.5207, 0.7959, -1.3954], [-1.8055, 1.0041, -1.6758], [-1.0808, 1.0547, -3.0178], [-1.1190, 0.5310, -2.1947]]
}

=====

Q: Which of them is the most stable? A: two.